1.
The following is a quantum chemistry calculation of a structure of composition C56H58ClF3N3O4Ta, from OMol25.

Computed properties:
- Charge: +2
- E: -93893.1242 eV
- Lowest unoccupied orbital energy: -7.24 eV

```
126
C56H58ClF3N3O4Ta | OMol25 | wB97M-V/def2-TZVPD
Ta -0.4897 0.4029 1.1591
C 1.6335 -4.1611 -4.4347
C 2.5946 -3.9883 -3.2444
C 3.7236 -3.0222 -3.6384
C 3.2238 -5.3436 -2.9088
C 1.7806 -3.4150 -2.0914
C 1.4264 -2.1062 -2.0949
C 0.6697 -1.5787 -1.0157
N 0.2371 -0.3599 -0.8506
C 0.5127 0.6950 -1.7402
C 0.5323 0.6544 -3.1258
C 0.8433 1.8079 -3.8325
C 1.1302 2.9674 -3.1141
C 1.0662 3.0647 -1.7213
C 0.7129 1.8953 -1.0516
O 0.5457 1.8140 0.2866
C 1.3008 4.3754 -0.9769
C -0.0394 4.8455 -0.3891
C 1.8192 5.4753 -1.9082
C 2.3363 4.1880 0.1410
C 0.8773 1.7445 -5.3593
C 1.9569 0.7388 -5.7901
C -0.4901 1.2818 -5.8838
C 1.2009 3.0987 -5.9896
C 0.3940 -2.4448 0.1732
O -0.0893 -1.8917 1.1611
C 0.7208 -3.8645 0.1190
C 1.3565 -4.2813 -0.9955
C 0.3866 -4.7591 1.3027
C -1.1232 -4.6925 1.5877
C 0.7601 -6.2145 1.0118
C 1.1841 -4.2992 2.5348
H 2.1739 -4.5956 -5.2762
H 0.8042 -4.8256 -4.1863
H 1.2239 -3.2009 -4.7523
H 4.3087 -3.4675 -4.4427
H 3.3522 -2.0668 -4.0090
H 4.3925 -2.8345 -2.7972
H 3.8550 -5.6532 -3.7408
H 3.8554 -5.2908 -2.0198
H 2.4806 -6.1295 -2.7690
H 1.7535 -1.4514 -2.8847
H 0.2676 -0.2476 -3.6593
H 1.3917 3.8526 -3.6712
H -0.7573 5.0460 -1.1864
H -0.4683 4.0957 0.2742
H 0.1055 5.7678 0.1771
H 1.0937 5.7361 -2.6798
H 2.0126 6.3758 -1.3255
H 2.7547 5.1873 -2.3906
H 2.0145 3.4616 0.8857
H 3.2892 3.8523 -0.2720
H 2.5087 5.1429 0.6395
H 1.7413 -0.2668 -5.4197
H 2.0052 0.6822 -6.8782
H 2.9389 1.0368 -5.4190
H -0.7524 0.2846 -5.5260
H -1.2773 1.9744 -5.5813
H -0.4767 1.2429 -6.9736
H 2.1926 3.4536 -5.7038
H 1.1881 3.0037 -7.0752
H 0.4662 3.8586 -5.7171
H 1.6262 -5.3224 -1.0740
H -1.7007 -4.9855 0.7085
H -1.3685 -5.3857 2.3930
H -1.4272 -3.6944 1.8979
H 0.2209 -6.6075 0.1476
H 1.8317 -6.3329 0.8428
H 0.4956 -6.8295 1.8710
H 0.9369 -3.2812 2.8321
H 0.9578 -4.9623 3.3708
H 2.2571 -4.3578 2.3438
Cl -6.7834 -2.1827 -2.0956
C -5.4134 -1.7009 -1.1718
C -5.0596 -2.4288 -0.0274
C -3.9673 -2.0743 0.7308
C -3.1771 -0.9774 0.3671
O -2.1310 -0.6577 1.1123
C -3.5515 -0.2360 -0.7730
C -2.8198 0.9405 -1.1066
O -1.8160 1.3357 -0.4977
C -4.6722 -0.6075 -1.5383
H -5.6626 -3.2816 0.2551
H -3.7027 -2.6373 1.6156
H -3.1701 1.5459 -1.9521
H -4.9473 -0.0285 -2.4110
C 3.8366 -0.5732 1.7488
C 3.8933 -0.9604 3.0821
C 2.7576 -0.8780 3.8705
C 1.5553 -0.4414 3.3148
C 1.4682 -0.1037 1.9631
C 2.6356 -0.1410 1.2030
C 0.3119 -0.2873 4.0999
C 0.3355 -0.4203 5.5005
C -0.7967 -0.2105 6.2175
C -1.9964 0.0990 5.5465
C -3.1848 0.2760 6.2855
C -4.3658 0.5459 5.6574
C -4.3701 0.6449 4.2599
C -3.2254 0.4856 3.5198
C -1.9854 0.2098 4.1310
N -0.7981 0.0395 3.4212
H 4.7305 -0.6001 1.1394
H 4.8245 -1.3037 3.5111
H 2.8292 -1.1675 4.9087
H 2.6291 0.1791 0.1665
H 1.2624 -0.6542 5.9963
H -0.7945 -0.2751 7.2982
H -3.1346 0.1848 7.3628
H -5.2803 0.6685 6.2199
H -5.2992 0.8478 3.7427
H -3.3079 0.5616 2.4526
F -1.1758 6.9904 3.6558
C -2.1476 6.1124 3.9271
F -2.1892 5.9352 5.2531
F -3.3097 6.6341 3.5366
C -1.8682 4.7924 3.2397
C -2.8010 4.1953 2.4158
C -2.4855 2.9763 1.8402
N -1.3185 2.3720 2.0412
C -0.4051 2.9699 2.8249
C -0.6415 4.1726 3.4492
H -3.7589 4.6539 2.2188
H -3.1857 2.4808 1.1840
H 0.5479 2.4652 2.9418
H 0.1200 4.6211 4.0715
```

Atomic partial charges in e from the Löwdin method, atoms 1 to 5: number 1, Ta, carries 1.997; number 2, C, carries -0.019; number 3, C, carries -0.544; number 4, C, carries -0.031; number 5, C, carries -0.049

2.
The following is a quantum chemistry calculation of a structure of composition C43H49N4P2Ti, from OMol25.

Computed properties:
- Charge: +1
- E: -93036.6458 eV
- Lowest unoccupied orbital energy (alpha / beta): -2.55 / -2.54 eV
- Expectation value of S²: 2.0056
- Spin multiplicity: 3

```
99
C43H49N4P2Ti | OMol25 | wB97M-V/def2-TZVPD
Ti -0.9616 -0.0069 0.6284
C -3.4449 0.3253 -1.5010
C -2.3641 -0.2936 -2.3937
C -1.8910 -1.6587 -1.9947
C -2.2268 -2.7807 -2.7433
C -1.7650 -4.0252 -2.3641
C -0.9621 -4.1139 -1.2403
C -0.6654 -2.9534 -0.5543
N -1.1224 -1.7469 -0.8908
N -3.2266 0.1485 -0.0427
C -3.8878 -1.0994 0.3870
C -3.4203 -1.6320 1.7185
C -4.3192 -2.2254 2.5922
C -3.8481 -2.7974 3.7608
C -2.4882 -2.7572 4.0233
C -1.6627 -2.1302 3.1088
N -2.1097 -1.5762 1.9795
C -3.8080 1.2927 0.6796
C -3.2636 1.4983 2.0658
C -4.0862 1.9930 3.0678
C -3.5429 2.2886 4.3020
C -2.1969 2.0674 4.5063
C -1.4528 1.5443 3.4666
N -1.9607 1.2665 2.2611
H -4.4352 -0.0660 -1.7626
H -3.4503 1.3927 -1.7152
H -1.5036 0.3733 -2.3982
H -2.7575 -0.3261 -3.4104
H -2.8405 -2.6664 -3.6272
H -2.0242 -4.9045 -2.9393
H -0.5667 -5.0624 -0.9049
H -0.0519 -2.9792 0.3344
H -3.6891 -1.8696 -0.3603
H -4.9761 -0.9638 0.4147
H -5.3765 -2.2411 2.3625
H -4.5316 -3.2690 4.4542
H -2.0786 -3.1969 4.9215
H -0.5953 -2.0617 3.2748
H -4.9017 1.2220 0.7273
H -3.5766 2.2000 0.1170
H -5.1406 2.1502 2.8841
H -4.1666 2.6810 5.0946
H -1.7312 2.2862 5.4567
H -0.4035 1.3363 3.5925
C 1.5889 -1.5494 -6.1280
C 2.3463 -0.4153 -5.8609
C 2.3896 0.1102 -4.5776
C 1.6680 -0.4834 -3.5419
C 0.9448 -1.6411 -3.8162
C 0.8931 -2.1680 -5.0999
P 1.6341 0.1523 -1.8109
C 3.2972 0.9508 -1.7776
C 3.5250 2.3078 -1.5663
C 4.8238 2.8012 -1.4909
C 5.9076 1.9490 -1.6263
C 5.6942 0.5911 -1.8324
C 4.4009 0.0993 -1.8999
C 0.5052 1.5936 -1.8374
C 0.5187 2.5419 -2.8638
C -0.2654 3.6800 -2.7739
C -1.0261 3.8870 -1.6298
C -1.0465 2.9279 -0.6249
C -0.3297 1.7142 -0.6992
H 1.5614 -1.9613 -7.1281
H 2.9131 0.0560 -6.6533
H 3.0109 0.9752 -4.3759
H 0.4397 -2.1475 -3.0054
H 0.3254 -3.0701 -5.2931
H 2.6876 2.9844 -1.4616
H 4.9862 3.8598 -1.3332
H 6.9152 2.3389 -1.5680
H 6.5346 -0.0818 -1.9424
H 4.2323 -0.9601 -2.0676
H 1.1444 2.3920 -3.7345
H -0.2607 4.4131 -3.5705
H -1.6037 4.7990 -1.5248
H -1.6457 3.1498 0.2575
C 2.7392 0.0015 4.4818
C 1.5718 -0.5842 3.6875
P 1.4864 -0.1430 1.8818
C 2.9079 -1.1575 1.2923
C 2.5705 -2.6020 0.9419
C 2.3181 1.4923 1.7737
C 1.5339 2.6936 2.2932
H 2.7397 -0.3983 5.4965
H 2.6721 1.0861 4.5529
H 3.6995 -0.2473 4.0319
H 0.6265 -0.3249 4.1699
H 1.6261 -1.6781 3.7096
H 3.6823 -1.1103 2.0600
H 3.3040 -0.6500 0.4145
H 1.9475 -3.0791 1.7051
H 3.4765 -3.2002 0.8419
H 2.0458 -2.6325 -0.0112
H 2.4985 1.6278 0.7074
H 3.2972 1.4173 2.2498
H 0.5577 2.7436 1.8128
H 2.0545 3.6204 2.0496
H 1.4082 2.6664 3.3770
```

Atomic partial charges in e from the Löwdin method, atoms 1 to 5: number 1, Ti, carries 0.647; number 2, C, carries -0.139; number 3, C, carries -0.089; number 4, C, carries -0.294; number 5, C, carries -0.018

3.
The following is a quantum chemistry calculation of a structure of composition H25O12, from OMol25.

Computed properties:
- Charge: +1
- E: -24968.7913 eV
- Lowest unoccupied orbital energy: -2.58 eV

```
37
H25O12 | OMol25 | wB97M-V/def2-TZVPD
O -3.6563 1.8781 -1.0249
H 0.1966 -2.7913 1.3083
H -3.4628 0.8119 1.0539
O 3.1654 1.6180 -0.1591
H 3.0009 1.6746 -1.1340
H 3.9613 2.1394 -0.0548
O 1.9407 -3.3559 -1.2364
H -0.5493 0.7896 -3.4735
O 2.1456 0.0506 -3.1913
H 1.9973 -4.3038 -1.0353
H 1.5592 -0.6944 -3.3573
O -1.9044 0.1191 -1.2243
H -2.5929 -0.0306 -0.2255
H -2.3797 0.8725 -1.7529
O -0.6608 1.7042 -3.2038
H -0.4813 -0.8644 3.6725
H 0.0381 2.1307 -3.7022
O -2.0794 1.9471 2.1017
H -1.1756 2.2267 2.3687
H -4.5100 2.2858 -1.1917
O 0.5419 0.6822 0.2817
H -2.5670 2.4135 2.8454
H 1.5092 0.8698 0.3190
O -3.0895 -0.0913 0.9488
H 2.9134 -3.3479 -1.2923
H -2.4379 0.0525 1.6827
O 1.1267 -3.1463 1.4548
H 1.4231 -3.4713 0.5457
H -0.9465 0.3405 -1.3045
O -0.2998 -0.1281 3.0878
H 2.6059 -0.0500 -4.0331
H -2.9458 2.5203 -0.9956
O 2.1691 -1.3118 2.7327
H 0.2106 -0.0597 0.7839
H 1.8718 -1.8310 3.4761
H 0.6672 -0.0923 2.9545
H 2.6951 -1.5569 1.9744
```

Atomic partial charges in e from the natural (NBO) method, atoms 1 to 5: number 1, O, carries -0.984; number 2, H, carries 0.467; number 3, H, carries 0.530; number 4, O, carries -0.966; number 5, H, carries 0.489

4.
The following is a quantum chemistry calculation of an isolated molecule of C6H7BrN4, from OMol25.

Computed properties:
- Charge: 0
- E: -82331.0746 eV
- Lowest unoccupied orbital energy (alpha / beta): -1.30 / -1.27 eV

```
18
C6H7BrN4 | OMol25 | wB97M-V/def2-TZVPD
C 0.7885 0.2658 0.8530
C 0.5324 1.0789 -1.2116
C -1.6732 -1.4271 0.7323
C 0.3063 -0.5843 1.9906
C -0.5749 -1.8517 1.5546
C -0.1180 1.4211 -2.4195
N 1.9420 0.4358 0.3074
N 1.7901 0.9670 -0.9821
N -1.4959 0.6550 0.0144
N -0.2086 0.6976 -0.0412
Br -3.3649 -1.6642 1.3250
H 1.0880 -0.9357 2.6258
H -0.2728 0.0620 2.6276
H -0.9935 -2.3358 2.3758
H 0.0728 -2.3533 0.8601
H -1.1742 1.0265 -2.3036
H 0.0450 2.5197 -2.8249
H 0.2150 0.6850 -3.2369
```

Atomic partial charges in e from the natural (NBO) method, atoms 1 to 5: number 1, C, carries 0.307; number 2, C, carries 0.336; number 3, C, carries 0.052; number 4, C, carries -0.412; number 5, C, carries -0.592

5.
The following is a quantum chemistry calculation of the ion C2H7N3P with charge +1, from OMol25.

Computed properties:
- Charge: +1
- E: -15935.4282 eV
- SMILES string: N#[PH]CCN=[NH2+]
- Lowest unoccupied orbital energy (alpha / beta): -5.04 / -5.04 eV

```
13
C2H7N3P | OMol25 | wB97M-V/def2-TZVPD
N -0.5751 -0.8992 1.5677
P 0.6809 -0.1042 1.7587
C 1.2300 0.7622 0.2243
C 0.2727 0.2050 -0.8280
N -1.0287 0.0711 -0.2363
N -1.8731 -0.6630 -0.8353
H 1.5341 0.1144 2.8440
H 2.2754 0.5584 -0.0130
H 1.1147 1.8415 0.3542
H 0.1577 0.9327 -1.6411
H 0.6424 -0.7337 -1.2670
H -1.6094 -1.4377 -1.4502
H -2.8215 -0.6475 -0.4779
```

Atomic partial charges in e from the natural (NBO) method, atoms 1 to 5: number 1, N, carries -0.806; number 2, P, carries 1.326; number 3, C, carries -0.749; number 4, C, carries -0.296; number 5, N, carries 0.044

6.
The following is a quantum chemistry calculation of a cluster of 4 separate species, C6H18FO3 in total, from OMol25.

Computed properties:
- Charge: -1
- E: -15372.7621 eV
- Lowest unoccupied orbital energy: 3.21 eV

```
28
C6H18FO3 | OMol25 | wB97M-V/def2-TZVPD
F 0.0426 -2.6727 0.5311
C -3.9821 2.0024 -0.6383
C -2.6637 1.2883 -0.2537
O -2.9929 -0.0618 -0.2850
H -4.7631 1.9448 0.1199
H -4.3327 1.7097 -1.6280
H -3.7742 3.0719 -0.6075
H -2.3175 1.5873 0.7357
H -1.8397 1.4996 -0.9352
H -2.1235 -0.4172 -0.0864
C 3.2527 -1.1768 -4.5904
C 2.7103 -1.1880 -3.2305
O 2.5422 -2.4524 -2.6249
H 4.2888 -1.4824 -4.4448
H 3.0978 -0.2057 -5.0606
H 2.6450 -1.7625 -5.2801
H 1.7436 -0.6851 -3.2573
H 3.2517 -0.5347 -2.5464
H 1.8869 -2.3685 -1.9284
C -0.3888 0.2456 4.4899
C 1.0155 0.5758 3.8594
O 1.5852 -0.6391 3.4574
H -1.1181 1.0421 4.6377
H -0.2688 -0.2040 5.4756
H -0.8533 -0.5555 3.9149
H 1.6306 1.3329 4.3458
H 0.8697 1.0758 2.9019
H 0.8557 -0.9698 2.9282
```

Atomic partial charges in e from the natural (NBO) method, atoms 1 to 5: number 1, F, carries -0.995; number 2, C, carries -0.623; number 3, C, carries -0.058; number 4, O, carries -0.715; number 5, H, carries 0.205